# 1
Formula: C22H13FN4O4S
Source: OMol25
Level of theory: ωB97M-V/def2-TZVPD

- Structure (SMILES): O=C1NC(=O)N(c2ccccc2F)C(=O)/C1=C/c1ccc(Sc2nc3ccccc3[nH]2)o1
- Energy: -50729.3033 eV
- Kohn-Sham gap: 7.2 eV

ORCA input file:
```
! RIJCOSX wB97M-V def2-TZVPD def2/J DEFGRID3
* xyz 0 1
C 0.0514 0.1541 0.1321
H -0.6004 8.4663 3.6352
C -0.5716 -5.8472 -1.1685
C 0.7570 1.1046 -0.5975
H -1.2601 5.6166 3.6594
H 0.7291 10.0636 2.2907
C -0.2964 4.6636 2.0239
C -0.1847 -1.2302 0.0547
H -3.6171 -7.3210 -1.1458
N 1.2941 -3.1618 -2.7314
C 0.2099 -2.2043 -0.8240
C 1.4112 8.6007 0.8856
H 1.9786 9.3293 0.3265
N -0.6631 5.6881 2.8529
H -2.2155 -9.2673 -0.5026
N 0.4847 5.0289 1.0533
H 1.3302 0.9080 -1.4792
H 0.9628 3.2962 -0.2361
O 1.5661 -0.9729 -2.3578
C -0.2347 2.0769 1.1193
H 1.9602 6.9563 -0.3919
H 1.8792 -3.0470 -3.5522
C 0.6660 6.3807 1.2241
H 0.2300 -9.0075 -0.3082
C -1.7560 -8.3092 -0.6908
C -0.0484 8.1405 2.7670
C -0.3836 -8.1630 -0.5806
F -2.7031 -4.9637 -1.6654
C -1.9464 -6.0105 -1.2886
H 1.2774 -6.8104 -0.7290
O -0.9492 -3.8046 0.4854
C 1.0594 -2.0128 -1.9946
C -0.0541 6.8176 2.3604
O 1.0614 -5.3445 -3.2716
C 0.6971 9.0221 2.0088
C 0.5742 2.3367 0.0333
C -2.5471 -7.2309 -1.0469
C 0.8051 -4.4309 -2.5292
S -0.9093 3.0641 2.3810
C -0.3012 -3.5500 -0.5055
O -0.5539 0.7851 1.1922
C 0.2093 -6.9342 -0.8132
C 1.4098 7.2840 0.4746
N 0.0081 -4.5630 -1.4099
H -0.8167 -1.5971 0.8601
*
```

Here are the natural (NBO) charges for atoms 1 to 6, given in e:
1. C 0.16
2. H 0.22
3. C 0.15
4. C -0.16
5. H 0.42
6. H 0.22

---

# 2
Formula: C42H43KN7O4P2S
Source: OMol25
Level of theory: ωB97M-V/def2-TZVPD

- Energy: -108605.6426 eV
- Kohn-Sham gap: 7.9 eV

ORCA input file:
```
! RIJCOSX wB97M-V def2-TZVPD def2/J DEFGRID3
* xyz 1 1
H -4.0488 3.6421 0.1774
C 0.3452 4.3099 0.7038
H 7.1495 -0.6742 0.8839
H 5.7294 0.9959 3.1204
C 6.2496 0.1285 3.5299
H -7.7155 4.2172 -1.9570
C -3.3063 0.8737 1.0835
P -0.2596 2.0170 -0.7160
O 4.3853 -2.4241 -3.0819
C 0.2071 3.7778 -0.5766
C -3.2605 -4.5086 -0.3647
H 2.8663 -4.4761 0.9237
K -1.0135 -1.2385 -0.2750
H 3.2277 0.6341 2.2267
N 3.9665 -0.3587 -0.2302
H 4.8676 -0.1906 5.1683
C 2.4203 -1.4294 -1.3804
H -4.3240 -1.4607 -0.2122
H -2.2675 -6.2455 -0.5967
C -4.5466 0.5052 1.6133
H -6.5259 -2.5511 -0.3411
H 7.3202 0.2210 3.3448
N 1.7884 -0.7395 -0.3942
O 5.9270 -1.4373 -1.9381
O 6.5374 -2.4134 2.9919
H 0.2691 3.6580 1.5676
C 0.5193 1.5265 -2.2919
N -3.2128 -3.1847 -0.2844
H 0.2278 4.2178 -2.6841
H 0.6250 6.6280 -2.3659
C 1.8799 1.7691 -2.4918
C -0.7699 -5.0048 -0.0931
C 1.8480 -4.6570 0.6109
C -2.2115 0.9420 1.9456
C 0.6721 6.5007 -0.2240
N 4.7609 -1.6977 -2.1884
C -3.5861 0.2735 3.8062
H 2.1716 -6.6738 -0.0840
H -2.1804 2.7781 -1.8051
C -0.1565 0.7065 -3.1921
C 0.5773 5.6670 0.8809
H 2.5436 1.8550 1.1186
C -4.3895 -2.5371 -0.2762
C 2.7382 -0.1033 0.2804
H 1.9079 -2.0320 -2.1121
H -6.0174 5.0362 -0.3577
H 4.9990 0.9656 0.9551
H 0.6838 6.0728 1.8784
O 4.2718 -1.3945 2.7303
C -5.6531 -4.5314 -0.4408
H 1.5079 0.6176 1.8281
H -0.0257 -0.4941 -4.9685
H 5.8011 0.5702 -0.5615
C -5.8965 4.0686 -0.8267
C 0.5126 0.1315 -4.2679
H 6.2865 0.7837 5.5785
C -5.6219 -3.1431 -0.3503
H -1.2465 1.2617 1.5730
C 3.7545 -1.1976 -1.3077
C 6.0897 -0.9274 0.9267
H -5.4180 0.4671 0.9682
H -1.4939 0.7109 3.9543
H 3.6001 1.3995 -3.7159
H 1.1527 -2.7245 1.1761
H 2.3891 -0.0802 -5.2845
C -4.4669 -5.2219 -0.4453
N -1.9294 2.1415 -1.0532
C 0.8871 -3.6848 0.7496
P -3.1994 0.9900 -0.7550
C 0.5434 5.9776 -1.5047
C -4.6862 0.2139 2.9601
C -6.8531 3.6055 -1.7269
C -5.5927 1.5849 -2.0331
C 1.8667 0.3679 -4.4498
H -5.4672 0.6179 -2.5070
C 1.4556 -5.8757 0.0608
H 6.4408 -0.9656 5.3865
C -4.7935 3.2893 -0.5267
N -2.0957 -5.2709 -0.4103
C -2.3520 0.6435 3.2977
H -5.6577 -0.0563 3.3529
H 2.4170 2.4188 -1.8085
C 5.9386 -0.0765 5.0094
H -4.4522 -6.3030 -0.5015
H -1.2208 0.5299 -3.0665
H -0.1980 -6.9914 -0.7178
N -0.4032 -3.8258 0.3932
H -7.4461 2.0107 -3.0304
C 2.5473 1.1959 -3.5634
C -6.7041 2.3669 -2.3283
H 5.9615 -1.8879 0.4278
C 0.1420 -6.0553 -0.2931
C 5.2400 0.1554 0.2709
H -3.6948 0.0406 4.8570
H -6.5923 -5.0652 -0.5006
H 0.8484 7.5596 -0.0888
C 0.3125 4.6218 -1.6821
C -4.6384 2.0401 -1.1317
S 5.7111 -1.2991 2.6176
C 2.5032 0.8088 1.4334
*
```

Here are the Löwdin charges for atoms 1 to 6, given in e:
1. H 0.11
2. C -0.11
3. H 0.12
4. H 0.09
5. C -0.30
6. H 0.11

---

# 3
Formula: C3H5KNO3S2
Source: OMol25
Level of theory: ωB97M-V/def2-TZVPD

- Energy: -48823.2315 eV
- Kohn-Sham gap: 5.7 eV

ORCA input file:
```
! RIJCOSX wB97M-V def2-TZVPD def2/J DEFGRID3
* xyz -1 1
H 0.1854 0.9061 4.8017
O 2.7784 -1.2885 -0.8868
O 3.0056 1.0530 -0.3662
H 0.9882 -1.8929 3.8245
S 2.8876 -0.6890 1.8935
N -1.5267 0.1197 2.2927
K 0.6344 -0.0076 -0.1095
C 0.7219 -1.2020 4.6227
H 1.3140 0.5128 3.4771
C 0.4264 0.1765 4.0262
H -0.1264 -1.5938 5.1843
C -0.6783 0.1414 3.0689
S 3.5153 -0.3067 -0.0502
O 4.9569 -0.4223 -0.1544
H 1.5810 -1.1161 5.2856
*
```

Here are the natural (NBO) charges for atoms 1 to 6, given in e:
1. H 0.23
2. O -1.10
3. O -1.10
4. H 0.25
5. S -0.94
6. N -0.43

---

# 4
Formula: C4H12OSi2
Source: OMol25
Level of theory: ωB97M-V/def2-TZVPD

- Energy: -22142.8433 eV
- Kohn-Sham gap: 8.8 eV

ORCA input file:
```
! RIJCOSX wB97M-V def2-TZVPD def2/J DEFGRID3
* xyz 0 1
H -0.6371 -2.7258 1.7534
H 1.2014 0.2282 1.7801
H -2.4779 2.1655 -0.8891
C 0.5702 1.8238 -2.6112
Si -1.1657 1.7308 -0.4745
C -0.1062 0.9260 -1.8413
H -0.5162 2.6047 0.6599
O -1.0727 0.0407 1.1556
C 0.2185 -2.3274 2.1889
H 0.9583 -0.7292 -2.3905
H 0.6692 2.8881 -2.5458
C 0.2096 -0.5374 -1.7095
H 1.1948 1.5543 -3.3817
Si 0.0471 -0.4001 2.1849
H 0.1872 -2.6633 3.3248
H 1.1412 -2.5765 1.7715
H -0.1737 -0.1346 3.6287
H 0.4112 -0.8408 -0.6303
H -0.6592 -1.0267 -1.9740
*
```

Here are the natural (NBO) charges for atoms 1 to 6, given in e:
1. H 0.23
2. H -0.28
3. H -0.18
4. C -0.36
5. Si 1.39
6. C -0.42

---

# 5
Formula: C14H31NO5P
Source: OMol25
Level of theory: ωB97M-V/def2-TZVPD

- Energy: -36031.9421 eV
- Kohn-Sham gap: 7.8 eV

ORCA input file:
```
! RIJCOSX wB97M-V def2-TZVPD def2/J DEFGRID3
* xyz 1 1
H 4.0987 4.2379 3.7634
P 2.5023 3.6149 1.3074
C -0.9682 -0.2390 0.4319
H -1.0629 -2.4358 0.3606
H 0.1442 4.4752 2.2250
O 2.1994 4.2682 -0.0940
O 1.7832 -3.9261 -2.1437
C -3.0595 -2.8073 -1.3188
H 3.0980 5.4031 -1.5507
C 0.0980 -2.1726 -2.2737
H 3.6455 5.7927 0.0959
C -4.9203 -2.9826 0.0627
H 1.9775 -5.5577 -0.9660
H -1.2661 -0.4767 -2.2794
H 0.5803 6.1662 2.5690
H -5.7413 -3.4122 0.6248
H 0.2800 0.9447 -0.7638
H -4.2474 -1.8380 1.5681
O 2.1824 4.9344 2.2114
H 1.9980 -2.1100 -1.1865
O 1.5769 2.4951 1.5171
H -2.0052 -1.6688 1.6148
C -4.5431 -3.2191 -1.3507
O 3.9302 3.3231 1.8998
H -3.2867 -0.7173 -0.6912
H 0.8606 4.9126 3.7929
C 2.7896 5.5154 -0.5152
C 4.0531 3.2416 3.3342
N -4.1223 -2.1500 0.6108
H -0.4842 -0.0505 1.3907
C -2.9944 -1.6831 -0.2733
H -5.1160 -2.5041 -1.9551
H 2.0294 6.2892 -0.4374
H -2.4968 -3.6567 -0.9234
C -1.7103 -1.5825 0.5646
C 1.5733 -2.5294 -2.1044
H -0.4999 -2.8506 -1.6597
H -1.7144 0.5485 0.2931
H 0.3692 -0.1383 -2.7637
H -2.6561 -2.5485 -2.2938
H 0.4302 -4.7255 -0.7677
H 3.2190 2.6783 3.7486
H -4.7341 -4.2244 -1.7146
H 1.9249 -4.0309 -0.0751
C 1.5061 -4.5776 -0.9278
C 0.8625 5.1258 2.7236
C 0.1155 -0.1283 -0.6448
H -0.1578 -2.4067 -3.3114
H 2.1350 -2.1249 -2.9480
H 1.0609 -0.5118 -0.2625
C -0.2213 -0.6938 -2.0289
H 4.9845 2.7136 3.5151
*
```

Here are the natural (NBO) charges for atoms 1 to 6, given in e:
1. H 0.20
2. P 2.58
3. C -0.39
4. H 0.23
5. H 0.19
6. O -0.80

---

# 6
Formula: C42H41BF4INOPTeV
Source: OMol25
Level of theory: ωB97M-V/def2-TZVPD

- Energy: -109648.6530 eV
- ⟨S²⟩: 0.76
- Kohn-Sham gap (alpha / beta): 3.8 / 3.8 eV

ORCA input file:
```
! RIJCOSX wB97M-V def2-TZVPD def2/J DEFGRID3
* xyz 3 2
H 0.3693 -3.8161 3.1828
C 0.2486 -6.0976 1.7511
H -0.6367 -9.1070 1.6273
F -2.8331 4.0162 -2.7041
H 1.7947 0.1347 -4.2883
H -7.5351 -2.2341 -2.0231
C 2.6907 4.9082 4.0389
C 1.2533 4.8913 -0.1375
C 2.2517 4.1023 5.0471
C -5.4201 -2.0488 -2.3473
C -0.3450 -7.0005 -0.3904
F -1.9280 4.2766 -0.6252
C 0.9828 2.7640 3.3808
C 3.1830 2.7593 0.1750
C 0.5555 7.2191 -0.0276
C 1.5464 3.5560 2.3417
C -0.4827 -5.7255 -0.9719
C 0.3211 -8.6256 1.4078
I -1.5248 1.8149 1.4839
H -0.5806 -7.8715 -1.0197
H -1.0733 -0.6707 -2.9707
C -6.8696 -1.8322 -2.7691
C 5.6160 1.6012 -0.5760
H 2.8044 0.8974 1.1597
H 3.3243 -0.4391 -3.4236
H -5.8478 -2.9332 -0.4548
C -2.9778 -1.7383 -2.7472
C 4.1361 3.5130 -0.4846
C 0.8223 2.2088 5.7836
H 0.9151 -8.5444 2.3293
C 0.0527 -7.2154 0.9105
H 0.0185 -4.8956 -2.9167
H 3.9164 4.5539 -0.6776
H 0.0056 5.6962 1.4607
H -1.0884 0.1195 3.8736
H -7.2106 -2.2073 -3.7200
H -0.6752 -2.9011 2.0451
H 1.9112 4.2576 -2.1269
H -4.0764 -4.4853 0.6812
C 3.5188 1.5021 0.6115
C 1.6624 -0.1529 -2.1099
C -0.4798 0.9922 4.1406
C -0.0936 1.8616 3.1366
C -0.0634 1.1979 5.4887
C 0.2454 -3.5294 2.1485
H 1.2165 8.4600 -1.6574
H -2.2700 -0.4121 -4.3655
C -3.7271 -2.8728 -0.7071
H 3.3951 5.6835 4.3009
C -5.0319 -2.6330 -1.1177
H 2.7908 5.3472 1.9830
H 1.1825 2.2835 6.8125
C 2.4500 0.2065 -3.3960
F -0.7400 3.1569 -2.3610
H -4.5580 -1.1905 -4.0875
H 0.8114 -9.2624 0.6634
H 6.4769 1.1251 -1.0014
P 1.4926 3.2912 0.5675
B -2.0779 3.5161 -1.7207
H 5.9650 3.4966 -1.6147
V -0.2298 1.7869 -0.8134
C 0.0652 -4.7674 1.2723
C -3.5767 -3.4825 0.6703
H 1.0865 -2.9530 1.7644
H -1.6667 -4.8127 -2.4269
Te -0.4513 -2.6670 -1.0890
C -1.8718 -1.1136 -3.6140
H -0.4963 0.6271 6.3076
H 4.9155 -0.1051 0.6138
H -1.3692 -1.9378 -4.1593
H 2.7873 1.2790 -3.4249
H -4.0894 -2.8314 1.4029
H 2.4955 4.2938 6.1021
N 0.6645 0.7188 -1.7238
C 2.3316 4.6385 2.7060
H -1.0289 -6.3398 -3.0152
C 1.1500 7.4677 -1.2558
C 1.6505 5.0916 -1.4705
C 5.3245 2.9443 -0.9105
H -7.1138 -0.7617 -2.8205
H -0.0365 7.9761 0.4757
H 0.5354 -6.1122 2.7789
C -0.3063 -4.5936 -0.1182
F -2.5006 2.2057 -1.3214
C 0.5891 5.9366 0.5582
C -4.3594 -1.6559 -3.1425
H 2.0414 6.5104 -3.0199
O 1.9289 -1.1240 -1.3815
H -2.5479 -3.6255 1.0411
C 1.3554 3.0369 4.7497
C 1.6282 6.3965 -2.0236
C -2.6386 -2.4426 -1.5564
C -0.7664 -5.4593 -2.4003
C 4.7200 0.9073 0.2525
*
```

Here are the Löwdin charges for atoms 1 to 6, given in e:
1. H 0.08
2. C 0.03
3. H 0.10
4. F 0.26
5. H 0.11
6. H 0.08

---

# 7
Formula: C43H43As2N2STi
Source: OMol25
Level of theory: ωB97M-V/def2-TZVPD

- Energy: -203892.3792 eV
- ⟨S²⟩: 2.01
- Kohn-Sham gap (alpha / beta): 7.3 / 8.3 eV

ORCA input file:
```
! RIJCOSX wB97M-V def2-TZVPD def2/J DEFGRID3
* xyz 1 3
H -2.9951 -3.6055 -4.1760
C 0.0926 -1.7323 0.5347
H 0.2861 -1.2952 -2.7070
H 1.9474 2.6993 1.2253
C -0.5641 -0.5925 0.9797
C -3.0101 -0.4999 -2.8249
C -2.3028 2.1429 -0.8059
C -0.6189 -2.9046 0.3278
C 2.6918 -0.9770 2.7784
N 3.2473 -0.5401 0.4092
C -7.2331 1.0122 0.5437
C -0.7823 -1.3993 -2.8796
C 2.8686 -0.7176 6.3452
C -0.8653 1.9148 -4.6238
C -0.0110 4.5251 -4.1858
H 1.8320 1.1766 -3.8251
C 4.1229 -0.2757 -1.8205
H 0.2843 -1.3909 4.1439
H -5.1954 2.1612 2.9856
H 2.1609 3.0542 -0.3533
H -6.6255 -0.2584 -1.0757
H -8.2689 1.0449 0.2330
C -2.6177 -2.7001 -3.7195
H 1.3036 -2.9576 6.5557
C -1.9727 -2.9313 0.6215
C -4.9813 0.2378 0.2061
H -4.5467 -1.7650 -3.6168
H -7.5438 2.2561 2.2632
C -2.0373 2.3510 0.6845
C 4.8133 -1.5940 1.7868
H -0.0298 4.7254 -6.3218
C -6.8268 1.6921 1.6815
C 5.0110 0.0416 -4.0198
H 3.6700 0.9610 -5.4134
H -2.3991 3.1036 -1.3143
S 5.6231 -1.4997 0.2515
C 3.7996 0.6086 -4.3973
H 3.2740 2.1650 0.4392
C -3.4904 -1.6667 -3.4019
C 5.1788 -0.4058 -2.7198
H 3.0526 0.3160 6.0463
H -0.9678 2.4600 0.8938
H -0.5741 -3.3560 -3.7312
C -1.6541 -0.3667 -2.5458
C -0.6345 2.7654 -5.6987
H 2.8797 -3.4502 5.9421
H 0.2198 -0.8865 5.8298
H -0.1145 -3.7917 -0.0303
C -4.5613 0.9212 1.3462
H 2.2310 -0.7075 7.2309
H -3.2396 1.6133 -0.9725
C -6.3098 0.2810 -0.1915
Ti 1.4494 0.4120 -0.5246
H 5.8180 -0.0492 -4.7343
H -3.6695 -1.8446 1.3262
C 5.2414 -2.1306 2.9995
H -4.2755 -0.3412 -0.3755
H 1.4634 -3.5357 4.8922
H 1.1722 -1.7544 0.3691
H 6.1225 -0.8481 -2.4204
C 2.8751 0.2891 -2.1552
H -2.5341 -3.8480 0.4968
C -1.2612 -2.5624 -3.4676
C 4.2426 -0.7218 -0.4273
C -0.2363 3.6768 -3.1131
H 1.7118 -0.5346 2.6675
H 4.7079 -2.5023 5.0142
H 0.3197 5.5408 -4.0128
H 3.8229 -1.1618 6.6285
C 3.0934 -1.5098 3.9878
C -5.4991 1.6404 2.0845
H 6.2211 -2.5777 3.0999
H -0.7910 2.4076 -6.7078
C 0.8315 -0.8606 4.9274
C 2.1876 -1.5051 5.2167
H 0.9335 0.1868 4.6323
C 2.7591 0.7262 -3.4816
H -1.1981 0.9005 -4.8062
C -0.6682 2.3695 -3.3267
H 0.0087 0.3295 1.1736
C 1.9485 -2.9498 5.6752
C -2.6158 -1.7910 1.0844
C 4.3798 -2.0816 4.0731
C -1.9308 -0.5874 1.2404
As -0.8611 1.2218 -1.7761
As -2.7310 1.0303 1.9966
N 2.2733 2.3194 0.3415
H -0.0764 4.0474 -2.1045
C -0.2079 4.0666 -5.4824
H -3.7023 0.3060 -2.6150
C 3.5492 -1.0245 1.6778
H -2.4912 3.2891 1.0125
*
```

Here are the Löwdin charges for atoms 1 to 6, given in e:
1. H 0.11
2. C -0.13
3. H 0.09
4. H 0.07
5. C -0.23
6. C -0.11

---

# 8
Formula: C4H6O2
Source: OMol25
Level of theory: ωB97M-V/def2-TZVPD

- Energy: -8336.1532 eV
- Kohn-Sham gap: 10.2 eV

ORCA input file:
```
! RIJCOSX wB97M-V def2-TZVPD def2/J DEFGRID3
* xyz 0 1
O 1.9039 -1.5664 -0.0629
H 0.0327 1.8501 0.9717
C -0.3082 1.3656 0.0387
H 0.9875 -0.8422 -1.1201
C 0.3400 0.0053 -0.2969
H -0.2856 2.0983 -0.7767
O -1.6152 0.7710 0.1850
H -1.5352 -0.7821 -1.2319
C -1.1279 -0.5089 -0.2447
C 1.3315 -0.6417 0.5227
H 1.6124 -0.4311 1.5468
H -1.3361 -1.3179 0.4684
*
```

Here are the natural (NBO) charges for atoms 1 to 6, given in e:
1. O -0.54
2. H 0.18
3. C -0.05
4. H 0.33
5. C -0.46
6. H 0.19

---

# 9
Formula: C3H2IOP
Source: OMol25
Level of theory: ωB97M-V/def2-TZVPD

- Structure (SMILES): Ic1copc1
- Energy: -22577.4737 eV
- Kohn-Sham gap: 9.5 eV

ORCA input file:
```
! RIJCOSX wB97M-V def2-TZVPD def2/J DEFGRID3
* xyz 0 1
H 0.5587 2.1067 0.1112
O -1.2850 1.0446 -0.0161
P -1.9121 -0.4969 -0.0667
I 2.7629 -0.1221 0.0004
H -0.1902 -2.2374 -0.2082
C 0.8010 0.1357 0.0768
C -0.4709 -1.2598 0.0514
C 0.0801 1.2263 -0.0764
*
```

Here are the natural (NBO) charges for atoms 1 to 6, given in e:
1. H 0.21
2. O -0.73
3. P 1.00
4. I 0.26
5. H 0.23
6. C -0.29

---

# 10
Formula: C4H3NOS
Source: OMol25
Level of theory: ωB97M-V/def2-TZVPD

- Structure (SMILES): C=C/N=c1\sc1=O
- Energy: -18566.1408 eV
- Kohn-Sham gap: 8.3 eV

ORCA input file:
```
! RIJCOSX wB97M-V def2-TZVPD def2/J DEFGRID3
* xyz 0 1
H -0.6367 1.8758 -1.1528
C 2.0322 -0.7917 1.4658
C 1.0552 -0.2738 0.5055
C -1.6364 0.1263 -1.0658
S 0.4191 -0.8646 2.1507
C -0.5489 0.8137 -0.8811
H -2.5187 0.6699 -1.4698
N 0.6159 0.3903 -0.4550
H -1.9049 -0.8076 -0.7880
O 3.1232 -1.1384 1.6903
*
```

Here are the natural (NBO) charges for atoms 1 to 6, given in e:
1. H 0.21
2. C 0.40
3. C 0.18
4. C -0.41
5. S 0.12
6. C -0.03